Entry 1:
A structure of composition C74H85AsN6P2S2SeSiTi, computed with the ωB97M-V functional and the def2-TZVPD basis.

Energy (eV): -284474.0938
Highest occupied orbital energy (eV): -11.96
Energy relative to the best compared isomer or geometry (same formula, charge and spin) (kJ/mol): 0.0
LUMO level (eV): -5.88
HOMO-LUMO gap (eV): 6.08

Structure (ORCA input):
```
! wB97M-V def2-TZVPD RIJCOSX def2/J DEFGRID3
* xyz 2 1
Se 1.178 4.432 -0.896
As -0.097 0.874 -6.488
Ti -0.420 0.054 -0.136
S -2.969 6.009 2.073
S 1.754 -1.521 0.777
P 1.273 -0.415 -2.205
P 0.806 0.859 4.844
Si -3.436 -0.755 -1.135
N 0.572 1.614 -0.475
N -1.685 1.759 0.971
N 1.962 -4.015 -0.433
N -1.643 -1.350 0.921
N 3.595 -3.495 0.843
N -3.604 5.197 6.520
C 2.007 1.901 3.900
C 4.116 1.465 -6.409
C -7.023 0.523 -2.686
C -3.123 -3.343 -4.365
C -0.939 -3.688 1.654
C 1.704 1.625 -6.410
C 1.995 -0.196 5.877
C 0.818 2.782 -0.646
C -2.508 5.824 6.083
C -1.454 1.231 6.297
C 1.209 -4.639 -4.066
C 0.162 -2.871 -2.817
C -1.258 -1.134 2.362
C -0.248 0.353 -4.556
C 3.989 -0.946 -1.575
C -0.168 2.018 5.971
C 0.878 -3.171 -8.765
C 1.295 -2.069 -2.967
C 0.340 -0.841 -7.307
C 4.741 1.713 -1.803
C -4.176 -4.584 -2.591
C -3.694 -4.521 -3.895
C 3.418 1.341 -2.014
C -5.739 0.015 -2.540
C 2.844 -5.087 -0.477
C 2.360 -2.543 -3.734
C 0.941 -1.928 -9.387
C 5.311 -0.579 -1.376
C -3.476 -2.290 -2.197
C 3.879 3.308 2.326
C -2.264 6.094 4.741
C 3.024 0.007 -1.900
C 2.711 2.996 4.414
C 3.862 -4.766 0.330
C 0.988 0.643 -3.694
C -1.305 3.804 2.158
C 4.212 2.806 -6.050
C -3.228 3.580 0.778
C 2.420 -3.044 0.370
C -1.950 -2.087 3.329
C 2.259 1.543 2.564
C -7.041 1.144 -0.359
C 3.192 2.226 1.789
C 1.142 -1.068 6.812
C -3.109 -1.082 0.708
C 3.082 0.543 6.666
C -1.930 -3.546 2.810
C 0.273 -2.089 -6.693
C 4.478 -2.758 1.761
C -3.022 -2.237 -3.522
C -0.584 3.237 5.138
C 0.452 2.492 7.288
C -3.215 5.695 3.816
C -2.805 2.302 0.474
C 2.318 -3.824 -4.270
C -1.336 -2.782 0.498
C -5.087 0.058 -1.299
C 5.691 0.756 -1.482
C -7.676 1.086 -1.594
C 0.667 -0.776 -8.664
C 0.544 -3.249 -7.420
C -4.374 5.065 4.249
C -4.521 4.838 5.612
C -5.759 0.633 -0.215
C 3.632 3.693 3.638
C 2.867 0.874 -6.585
C -2.465 4.360 1.639
C -4.072 -3.478 -1.756
C -1.855 0.177 -1.613
C 0.112 -4.151 -3.364
C -0.963 2.519 1.812
C 1.809 2.974 -6.072
C 3.058 3.563 -5.886
C 2.698 -1.121 4.876
H -1.493 -0.114 2.634
H 4.595 3.855 1.721
H 1.080 -4.074 -9.332
H -5.247 -0.435 -3.402
H 1.730 0.713 2.099
H 4.310 -3.076 2.786
H 5.025 2.756 -1.904
H -4.487 -3.539 -0.749
H -5.289 0.675 0.767
H -1.157 2.933 4.256
H -2.976 -1.763 3.508
H -1.659 -4.227 3.614
H -2.760 -3.280 -5.387
H 1.192 -5.648 -4.469
H -0.786 -4.753 -3.251
H 0.739 -0.497 7.653
H -0.665 4.367 2.829
H 3.127 4.613 -5.623
H -2.162 1.881 6.827
H -1.941 0.874 5.384
H -0.924 -4.714 1.279
H 3.774 1.056 5.997
H -2.606 -1.313 -3.926
H -5.146 4.769 3.548
H -0.707 -2.489 -2.301
H 3.384 1.907 0.769
H 0.696 1.663 7.953
H -1.361 6.610 4.432
H -5.417 4.358 5.995
H -7.520 0.468 -3.648
H -3.710 -1.895 1.129
H 4.758 -5.311 0.588
H 6.053 -1.339 -1.152
H 2.801 -0.170 -6.866
H -0.515 -0.704 -4.544
H 3.662 -0.193 7.236
H -1.447 -0.282 -2.513
H -1.793 6.132 6.842
H -0.191 -1.258 2.446
H -4.154 3.958 0.358
H 0.301 -1.524 6.275
H -0.071 2.080 2.228
H 3.153 -4.184 -4.863
H 4.173 4.533 4.067
H 5.188 3.263 -5.915
H 2.553 3.304 5.440
H 2.686 1.264 7.376
H -4.644 -5.494 -2.228
H 1.345 3.100 7.142
H 0.960 1.677 -3.359
H 3.224 -1.914 -3.917
H 1.196 -1.859 -10.438
H 0.909 3.571 -5.958
H 5.511 -2.951 1.487
H -2.924 -3.841 2.462
H 0.488 -4.215 -6.930
H -3.369 -0.181 1.269
H 0.068 -3.451 2.001
H 5.016 0.877 -6.554
H 1.900 0.512 -4.260
H 1.146 -3.924 -1.014
H 6.725 1.043 -1.326
H -0.284 3.115 7.807
H -1.251 0.362 6.934
H -1.417 -2.001 4.277
H -3.783 -5.382 -4.551
H 3.330 -0.559 4.185
H 1.753 -1.880 7.226
H -8.681 1.477 -1.706
H -2.006 1.233 -1.844
H 2.655 -5.969 -1.072
H 0.708 0.187 -9.161
H 3.720 -1.990 -1.499
H -0.550 -2.769 -0.248
H 2.703 2.110 -2.278
H 0.006 -2.185 -5.644
H 3.340 -1.817 5.435
H -1.102 0.914 -4.194
H 1.981 -1.707 4.287
H -3.418 1.688 -0.169
H 4.267 -1.698 1.678
H -7.550 1.577 0.493
H 0.267 3.835 4.810
H -1.231 3.878 5.746
H -2.223 -3.183 0.023
*
```



Entry 2:
A structure of composition C8H32N16O12STi, computed with the ωB97M-V functional and the def2-TZVPD basis.

Energy (eV): -91182.1163
Highest occupied orbital energy (alpha / beta) (eV): -5.30 / -6.93
LUMO level (alpha / beta) (eV): 1.08 / 0.83
HOMO-LUMO gap (alpha / beta) (eV): 6.38 / 7.75

Structure (ORCA input):
```
! wB97M-V def2-TZVPD RIJCOSX def2/J DEFGRID3
* xyz -1 4
Ti -3.360 -1.174 0.162
S -0.491 -0.504 -0.264
O -1.231 -1.288 0.712
O -3.233 0.205 -5.037
O 4.653 -1.109 -2.960
O -3.495 1.063 1.082
O -1.430 0.238 -1.033
O 4.189 -1.934 2.197
O 2.404 3.828 -2.020
O 0.391 0.426 0.357
O 0.383 -1.242 -1.137
O 1.346 1.200 5.018
O 0.301 -5.917 -0.051
O -1.818 5.652 0.012
N 2.375 -1.523 1.078
N 2.553 -1.943 -3.020
N 1.487 2.785 -0.284
N -3.269 0.720 -2.967
N 1.124 2.010 -2.357
N 3.046 -0.374 -1.574
N -0.682 -4.023 0.655
N 0.732 -0.421 3.620
N 0.737 -3.961 -0.932
N 3.003 -3.439 1.065
N -2.996 3.934 0.803
N -3.905 0.984 3.288
N -1.496 -0.009 -3.718
N -1.557 3.506 -0.603
N 1.110 1.468 2.861
N -1.922 0.749 2.578
C -2.132 4.456 0.034
C 1.068 0.784 3.967
C 3.464 -1.143 -2.558
C 1.704 2.916 -1.539
C -3.137 0.947 2.227
C 0.106 -4.701 -0.103
C -2.688 0.349 -4.023
C 3.289 -2.311 1.525
H -3.507 0.519 4.092
H -1.840 2.540 -0.514
H -4.247 0.961 -2.901
H 1.667 -1.801 -2.558
H -3.324 4.376 1.649
H 0.831 1.021 2.000
H 3.507 0.061 -0.788
H -1.173 0.581 1.922
H 0.458 1.335 -2.011
H 1.500 -4.370 -1.452
H 1.201 2.114 -3.359
H -1.699 0.828 3.559
H 0.407 -0.589 2.678
H 3.806 -4.047 1.143
H -4.862 1.296 3.368
H 2.114 3.350 0.270
H 2.704 -2.676 -3.699
H 1.722 -1.784 0.353
H -1.186 -0.055 -2.758
H 0.711 -2.952 -0.935
H -0.987 -0.533 -4.416
H 2.220 -3.596 0.447
H 0.854 -1.171 4.285
H -0.698 -3.037 0.437
H 1.006 1.983 0.099
H 2.427 -0.545 1.323
H -0.603 3.814 -0.726
H 1.330 2.451 2.797
H -2.728 0.717 -2.113
H 2.078 -0.549 -1.346
H -1.229 -4.382 1.425
H -3.079 2.936 0.669
*
```